Entry 1:
7
Properties=species:S:1:pos:R:3:mulliken_charge:R:1 method="wB97M-V/def2-TZVPD" multiplicity=1 total_charge=0
C -3.740 0.161 -0.326 0.558
N -0.889 1.484 1.458 -0.366
N -0.302 1.150 0.583 0.741
N -0.087 0.566 -0.423 -0.578
O -3.697 0.795 -1.295 -0.322
S -3.826 -0.784 0.945 -0.245
H 0.751 0.611 -0.903 0.213

---

Entry 2:
144
Properties=species:S:1:pos:R:3:mulliken_charge:R:1 method="wB97M-V/def2-TZVPD" multiplicity=1 total_charge=-1
Tl -0.170 0.134 0.220 1.404
C 5.378 1.690 -1.949 -0.831
O 4.535 2.694 -1.346 -0.388
C 3.749 2.025 -0.452 -0.350
N 3.918 0.785 -0.311 -0.193
C 5.033 0.386 -1.176 -0.132
C 4.723 -0.813 -2.049 -0.271
C 3.517 -1.493 -1.946 0.422
C 3.250 -2.573 -2.781 -0.195
C 4.196 -2.994 -3.705 -0.793
C 5.419 -2.333 -3.793 -0.723
C 5.679 -1.247 -2.968 -0.717
C 2.802 2.875 0.320 0.774
C 2.674 4.228 0.024 -0.366
C 1.863 5.003 0.833 -0.859
C 1.219 4.410 1.903 -0.651
C 1.378 3.042 2.092 0.510
N 2.147 2.284 1.316 0.158
C 0.660 2.343 3.188 -0.123
N 0.472 1.099 3.266 0.130
C -0.261 0.837 4.515 0.595
C -0.532 2.252 5.081 -0.652
O 0.151 3.143 4.173 -0.479
C 0.556 -0.079 5.398 0.169
C 0.212 -1.420 5.516 -0.004
C 0.977 -2.284 6.289 -0.680
C 2.099 -1.811 6.957 -0.471
C 2.458 -0.472 6.833 -0.854
C 1.692 0.385 6.055 -0.328
H 5.154 1.617 -3.011 0.472
H 6.413 2.000 -1.816 0.323
H 5.872 0.106 -0.532 0.654
H 2.783 -1.180 -1.217 0.604
H 2.290 -3.077 -2.706 0.238
H 3.991 -3.837 -4.356 0.447
H 6.167 -2.667 -4.503 0.375
H 6.629 -0.725 -3.044 0.386
H 3.219 4.649 -0.812 0.482
H 1.737 6.059 0.633 0.428
H 0.585 4.976 2.574 0.537
H -1.199 0.336 4.274 0.026
H -1.590 2.506 5.077 0.288
H -0.135 2.396 6.082 0.367
H -0.660 -1.798 4.987 0.292
H 0.701 -3.330 6.360 0.408
H 2.693 -2.481 7.567 0.380
H 3.339 -0.097 7.342 0.380
H 2.002 1.421 5.938 0.335
C 1.934 2.202 -3.620 -1.695
C 0.574 1.971 -2.949 2.874
C -0.421 3.048 -3.385 -1.523
C 0.033 0.602 -3.262 -0.779
C -0.377 0.100 -4.509 -1.132
C -0.847 -1.172 -4.254 -0.107
C -1.432 -2.130 -5.257 1.548
C -0.335 -2.688 -6.174 -1.604
C -2.520 -1.434 -6.092 -1.813
N -0.712 -1.398 -2.923 0.910
N -0.155 -0.315 -2.324 1.508
B -1.165 -2.627 -2.098 0.414
N -0.025 -3.232 -1.216 0.517
N 0.422 -2.538 -0.136 0.774
C 1.198 -3.352 0.569 -0.843
C 1.294 -4.594 -0.096 -1.569
C 0.510 -4.474 -1.230 0.294
C 0.201 -5.606 -2.177 0.007
C 0.415 -5.290 -3.661 -1.081
C -1.208 -6.169 -1.917 -1.577
C 1.734 -2.969 1.931 2.079
C 2.825 -1.902 1.875 -1.179
C 2.237 -4.199 2.684 -2.070
N -2.381 -2.290 -1.176 0.526
N -2.241 -1.519 -0.065 0.189
C -3.388 -1.582 0.601 -0.788
C -4.309 -2.381 -0.107 -1.028
C -3.638 -2.789 -1.245 0.088
C -4.177 -3.583 -2.403 1.581
C -4.708 -2.630 -3.487 -1.356
C -5.255 -4.564 -1.951 -2.175
C -3.548 -0.957 1.966 2.126
C -4.678 -1.635 2.734 -2.023
C -3.789 0.556 1.913 -1.185
H 2.358 3.169 -3.325 0.441
H 1.819 2.197 -4.710 0.375
H 2.639 1.414 -3.359 0.187
H 0.689 2.031 -1.863 -1.151
H -0.500 3.070 -4.478 0.272
H -0.092 4.037 -3.047 0.469
H -1.409 2.841 -2.974 0.116
H -0.360 0.607 -5.465 0.476
H -1.893 -2.961 -4.724 -0.690
H 0.212 -1.866 -6.641 0.363
H -0.769 -3.312 -6.962 0.416
H 0.385 -3.292 -5.615 0.206
H -2.065 -0.780 -6.844 0.414
H -3.166 -0.821 -5.463 0.284
H -3.133 -2.174 -6.615 0.433
H -1.514 -3.471 -2.868 -1.026
H 1.844 -5.476 0.199 0.466
H 0.917 -6.382 -1.910 0.558
H -0.187 -4.436 -3.975 -0.199
H 0.127 -6.151 -4.272 0.518
H 1.467 -5.065 -3.863 0.175
H -1.971 -5.427 -2.169 0.321
H -1.326 -6.427 -0.861 0.365
H -1.386 -7.069 -2.517 0.485
H 0.897 -2.545 2.496 -0.312
H 3.728 -2.305 1.396 0.301
H 3.081 -1.563 2.888 0.407
H 2.506 -1.031 1.310 0.023
H 3.106 -4.628 2.174 0.399
H 1.464 -4.972 2.749 0.458
H 2.539 -3.924 3.698 0.355
H -5.327 -2.618 0.168 0.353
H -3.365 -4.161 -2.838 -0.622
H -5.629 -2.148 -3.145 0.446
H -4.920 -3.166 -4.420 0.340
H -3.980 -1.841 -3.694 -0.007
H -6.144 -4.036 -1.593 0.347
H -4.887 -5.202 -1.144 0.398
H -5.556 -5.204 -2.786 0.440
H -2.608 -1.137 2.500 -0.441
H -5.637 -1.440 2.244 0.343
H -4.738 -1.236 3.750 0.429
H -4.537 -2.718 2.794 0.430
H -4.698 0.769 1.340 0.404
H -2.967 1.085 1.431 -0.123
H -3.921 0.961 2.925 0.420
O -3.079 1.493 -2.522 -0.775
C -2.836 2.102 -1.468 -0.544
O -1.817 2.043 -0.719 -0.082
C -3.929 3.065 -0.979 0.012
C -5.244 2.898 -1.400 -0.303
C -6.240 3.753 -0.960 -0.707
C -5.902 4.795 -0.109 -0.035
C -4.596 4.985 0.319 -0.515
C -3.617 4.106 -0.112 -0.287
N -6.950 5.719 0.347 0.998
O -6.626 6.665 1.048 -0.628
O -8.102 5.502 0.005 -0.632
H -5.462 2.087 -2.085 0.507
H -7.270 3.636 -1.268 0.476
H -4.376 5.806 0.986 0.474
H -2.590 4.199 0.223 0.548

---

Entry 3:
48
Properties=species:S:1:pos:R:3:mulliken_charge:R:1 method="wB97M-V/def2-TZVPD" multiplicity=1 total_charge=0
Ag 2.633 -0.134 -1.306 -0.393
Br 6.136 0.529 -2.032 -0.053
C 5.380 2.267 -2.230 -0.497
Br 3.435 2.242 -2.277 -0.026
H 5.705 2.689 -3.172 0.317
H 5.665 2.876 -1.382 0.343
C -2.755 -0.073 1.251 -1.452
C -2.693 0.638 -0.075 1.245
C -3.841 1.269 -0.546 -0.862
C -3.869 1.933 -1.763 -0.589
C -2.729 1.976 -2.548 -0.779
C -1.574 1.361 -2.090 -0.924
C -1.534 0.689 -0.868 0.761
P 0.111 -0.018 -0.463 0.845
C 0.311 0.318 1.323 1.221
C 0.406 -0.726 2.240 -0.306
C 0.589 -0.477 3.590 -0.905
C 0.678 0.832 4.039 -0.682
C 0.596 1.876 3.131 -0.728
C 0.422 1.643 1.770 0.760
C 0.335 2.807 0.820 -1.457
C -0.070 -1.815 -0.623 1.221
C -1.286 -2.404 -0.978 -0.874
C -1.366 -3.748 -1.294 -0.865
C -0.207 -4.518 -1.267 -0.654
C 1.000 -3.946 -0.915 -0.885
C 1.112 -2.589 -0.575 1.006
C 2.425 -2.006 -0.216 -1.971
H -3.793 -0.244 1.535 0.481
H -2.280 0.512 2.040 0.242
H -2.245 -1.035 1.215 0.232
H -4.740 1.230 0.059 0.405
H -4.782 2.411 -2.096 0.388
H -2.735 2.485 -3.503 0.409
H -0.672 1.401 -2.690 0.335
H 0.320 -1.747 1.888 0.385
H 0.657 -1.302 4.288 0.424
H 0.815 1.041 5.092 0.390
H 0.674 2.899 3.480 0.395
H 0.681 3.723 1.297 0.486
H -0.690 2.967 0.478 0.199
H 0.944 2.632 -0.072 0.169
H -2.180 -1.796 -1.036 0.308
H -2.316 -4.186 -1.572 0.425
H -0.248 -5.569 -1.523 0.369
H 1.896 -4.555 -0.892 0.364
H 3.232 -2.724 -0.344 0.507
H 2.447 -1.633 0.811 0.269

---

Entry 4:
40
Properties=species:S:1:pos:R:3:mulliken_charge:R:1 method="wB97M-V/def2-TZVPD" multiplicity=1 total_charge=+1
Rb 32.330 31.041 14.069 1.043
C 27.141 32.439 18.827 -1.468
C 28.461 31.736 18.844 0.539
C 28.400 30.192 18.816 -0.451
O 29.327 29.831 17.794 -0.303
C 29.705 30.917 17.113 0.538
O 30.430 30.898 16.163 -0.502
O 29.163 32.038 17.616 -0.354
H 26.558 32.243 19.728 0.393
H 26.529 32.053 18.007 0.362
H 27.274 33.510 18.706 0.345
H 29.077 32.056 19.686 0.261
H 27.408 29.812 18.576 0.283
H 28.724 29.787 19.771 0.311
C 34.068 36.513 17.118 -1.449
C 34.198 35.205 17.843 0.531
C 32.907 34.703 18.520 -0.450
O 32.748 33.368 18.032 -0.281
C 33.646 33.121 17.072 0.615
O 33.700 32.107 16.441 -0.569
O 34.493 34.147 16.908 -0.329
H 33.224 36.579 16.434 0.354
H 34.997 36.698 16.574 0.347
H 33.971 37.333 17.833 0.393
H 35.019 35.249 18.558 0.250
H 32.042 35.301 18.233 0.290
H 32.967 34.666 19.605 0.304
C 37.532 33.300 9.565 -1.460
C 37.433 33.221 11.051 0.524
C 36.671 34.397 11.694 -0.413
O 35.578 33.778 12.375 -0.322
C 35.652 32.448 12.254 0.584
O 34.894 31.693 12.795 -0.505
O 36.654 32.082 11.452 -0.337
H 36.544 33.367 9.100 0.354
H 38.029 32.445 9.107 0.357
H 38.101 34.185 9.269 0.383
H 38.436 33.114 11.469 0.250
H 36.271 35.051 10.916 0.292
H 37.267 34.996 12.376 0.293

---

Entry 5:
6
Properties=species:S:1:pos:R:3:mulliken_charge:R:1 method="wB97M-V/def2-TZVPD" multiplicity=1 total_charge=0
P -0.476 -0.270 0.054 0.184
S -2.148 0.660 -0.023 -0.348
S 1.124 1.073 -0.039 -0.262
H -0.217 -1.036 1.142 0.108
H -0.111 -1.160 -1.134 0.118
H 0.654 2.066 0.878 0.201

---

In eV, the electronic energy values for the records above are, in order, -18404.2721 -92789.6737 -176543.3591 -31816.2502 -31007.7248.
In Eh, the highest occupied orbital energy values for the records above are, in order, -0.3766 -0.1984 -0.2503 -0.5041 -0.3331.
In eV, the frontier orbital gap values for the records above are, in order, 10.90 7.29 6.80 11.43 9.57.